P:
Formula: C4H13N5
Source: OMol25
Level of theory: wB97M-V/def2-TZVPD

```
22
Properties=species:S:1:pos:R:3:mulliken_charge:R:1
C 0.099 0.387 1.490 -0.862
C 1.163 -1.289 -0.632 0.146
C 0.305 -1.080 -1.730 -1.021
N 0.351 1.962 -0.281 -0.033
C -0.431 0.964 0.362 0.562
N -0.328 3.017 -0.956 -0.706
N -0.370 -0.791 2.130 -0.524
N 1.060 -2.358 0.192 -0.478
N -1.466 0.528 -0.395 -0.858
H 1.058 2.357 0.324 0.257
H 0.929 0.862 1.999 0.374
H 1.943 -0.581 -0.394 0.398
H -0.590 2.666 -1.870 0.278
H -1.205 3.221 -0.477 0.281
H -1.208 -1.159 1.697 0.151
H -0.555 -0.653 3.116 0.219
H 0.290 -2.986 0.008 0.223
H 1.178 -2.178 1.185 0.331
H -2.050 -0.125 0.122 0.249
H 0.712 -0.470 -2.530 0.296
H -0.201 -1.969 -2.106 0.352
H -0.683 -0.326 -1.252 0.363
```

Values from the calculation:
Kohn-Sham gap ... 7.63 eV
HOMO level ... -6.742 eV
Multiplicity ... 1

***

Q:
Formula: C4H13N5
Source: OMol25
Level of theory: wB97M-V/def2-TZVPD

```
22
Properties=species:S:1:pos:R:3:mulliken_charge:R:1
C -1.369 0.770 1.333 -1.360
N -1.003 0.505 -1.172 0.752
C -0.910 -0.113 0.208 0.456
N -2.084 1.324 -1.490 -0.781
N -0.501 -0.166 -2.266 -0.822
N -0.735 -1.351 0.414 -0.668
H -1.904 2.279 -1.201 0.234
H -2.952 0.992 -1.086 0.251
H -1.053 -0.989 -2.518 0.229
H 0.488 -0.427 -2.080 0.360
H -0.435 -1.877 -0.407 0.293
H -1.002 0.363 2.271 0.354
H -2.459 0.826 1.375 0.353
H -0.972 1.778 1.206 0.345
C 2.185 -0.497 1.506 -1.083
C 1.932 -0.061 0.099 0.175
N 2.034 -0.764 -0.952 -0.647
H 2.293 -1.734 -0.772 0.188
H 1.742 1.000 -0.056 0.398
H 2.356 0.355 2.170 0.282
H 1.315 -1.042 1.862 0.303
H 3.035 -1.170 1.554 0.386
```

Values from the calculation:
Kohn-Sham gap ... 9.19 eV
HOMO level ... -8.251 eV
Multiplicity ... 1
SMILES string ... [H]/N=C(/C)N(N)N.[H]/N=C\C

***

Q comes first in stability; the runner-up is 41.6 kJ/mol higher.

***

P:
Formula: C28H79N5O9
Source: OMol25
Level of theory: wB97M-V/def2-TZVPD

```
121
Properties=species:S:1:pos:R:3:mulliken_charge:R:1
C 9.991 -19.140 -1.084 -1.493
C 8.991 -19.712 -2.038 0.597
C 9.627 -20.537 -3.134 0.120
O 10.567 -19.700 -3.802 -0.385
C 11.132 -20.174 -4.971 -0.383
N 7.924 -20.521 -1.502 -0.334
H 10.866 -18.824 -1.662 0.340
H 10.276 -19.790 -0.254 0.216
H 9.579 -18.208 -0.659 0.402
H 8.409 -18.893 -2.462 -0.024
H 8.787 -20.788 -3.818 -0.084
H 10.057 -21.517 -2.767 0.296
H 11.819 -19.448 -5.423 0.256
H 10.343 -20.370 -5.663 -0.157
H 11.619 -21.092 -4.729 0.378
H 7.270 -19.944 -0.978 0.180
H 8.214 -21.242 -0.852 0.147
C 7.478 -21.085 -7.032 -0.791
C 7.999 -22.421 -7.548 0.812
C 6.954 -23.059 -8.496 -1.101
O 5.771 -23.557 -7.778 -0.190
C 5.858 -24.768 -7.047 -0.271
N 9.222 -22.163 -8.323 -0.753
H 6.550 -21.250 -6.434 0.091
H 7.243 -20.461 -7.907 0.417
H 8.204 -20.584 -6.398 -0.315
H 8.328 -23.134 -6.812 0.421
H 7.468 -23.843 -9.064 0.336
H 6.602 -22.254 -9.207 0.216
H 6.611 -24.699 -6.226 0.233
H 6.133 -25.598 -7.722 0.394
H 4.840 -24.934 -6.603 -0.255
H 9.940 -22.830 -8.081 0.288
H 9.612 -21.222 -8.113 0.223
C 7.133 -25.936 -0.802 -1.376
C 7.463 -24.459 -0.685 0.571
C 8.982 -24.348 -0.342 -1.068
O 9.409 -23.006 -0.175 -0.160
C 10.773 -22.989 0.153 -0.871
N 7.147 -23.892 -2.054 -0.527
H 6.945 -26.301 0.185 0.385
H 7.969 -26.396 -1.348 0.447
H 6.264 -25.996 -1.464 0.192
H 6.902 -24.053 0.129 0.376
H 9.525 -24.806 -1.175 0.433
H 9.242 -24.931 0.588 0.345
H 11.009 -23.319 1.192 0.305
H 11.084 -21.946 0.018 0.222
H 11.367 -23.604 -0.527 0.383
H 7.364 -22.857 -2.027 0.147
H 6.175 -23.951 -2.219 0.131
C 2.029 -20.923 -6.032 -1.289
C 0.714 -20.289 -5.602 1.292
C 0.411 -19.095 -6.512 -0.871
O -0.693 -18.375 -5.890 -0.276
C -1.155 -17.284 -6.659 -0.775
N -0.384 -21.242 -5.626 -0.730
H 2.674 -20.082 -6.326 0.400
H 1.967 -21.571 -6.933 0.523
H 2.544 -21.552 -5.278 -0.169
H 0.792 -19.825 -4.623 -0.393
H 0.183 -19.506 -7.488 0.360
H 1.328 -18.473 -6.566 0.419
H -1.393 -16.487 -5.963 0.246
H -2.053 -17.528 -7.262 0.260
H -0.373 -16.808 -7.341 0.311
H -0.579 -21.602 -6.557 0.296
H -1.262 -20.770 -5.346 0.329
C 4.103 -17.240 -3.489 -1.447
C 3.306 -17.448 -2.133 0.799
C 2.501 -18.709 -2.235 0.264
O 1.438 -18.813 -1.332 -0.483
C 0.313 -18.021 -1.717 -0.586
N 4.302 -17.560 -1.066 -0.644
H 4.553 -18.209 -3.616 0.089
H 4.849 -16.466 -3.497 0.554
H 3.342 -17.007 -4.248 0.284
H 2.562 -16.617 -2.010 0.077
H 3.090 -19.607 -2.067 0.086
H 2.131 -18.822 -3.239 -0.314
H 0.411 -16.962 -1.564 0.310
H -0.519 -18.335 -1.094 0.320
H 0.009 -18.209 -2.766 0.159
H 3.890 -17.509 -0.105 0.241
H 4.837 -16.711 -1.080 0.263
C 7.350 -16.175 -6.654 -1.530
C 7.390 -17.654 -6.186 0.403
O 6.375 -17.920 -5.214 -0.233
H 8.000 -16.038 -7.502 0.421
H 7.592 -15.498 -5.821 0.346
H 6.324 -15.918 -6.932 0.317
H 8.397 -17.839 -5.785 0.091
H 7.152 -18.305 -7.007 0.127
H 6.465 -18.810 -4.887 0.160
C 1.865 -25.262 -5.901 -0.589
C 1.517 -26.699 -5.287 -0.347
O 2.769 -27.064 -4.598 -0.508
H 1.027 -24.694 -6.310 0.411
H 2.611 -25.403 -6.679 0.169
H 2.334 -24.645 -5.110 -0.002
H 1.298 -27.425 -6.035 0.425
H 0.754 -26.636 -4.469 0.221
H 2.914 -28.003 -4.613 0.228
C 3.400 -24.003 -0.625 -0.821
C 2.677 -25.053 -1.462 -0.221
O 3.609 -25.836 -2.179 -0.450
H 3.984 -24.459 0.174 0.239
H 2.649 -23.378 -0.161 0.451
H 4.022 -23.300 -1.193 -0.041
H 2.013 -24.635 -2.221 0.286
H 2.020 -25.681 -0.843 0.328
H 3.215 -26.210 -3.002 0.304
C 4.942 -22.384 -4.504 -1.898
C 4.996 -21.010 -3.726 0.919
O 6.220 -20.336 -3.904 0.908
H 5.915 -22.895 -4.470 0.447
H 4.575 -22.295 -5.521 0.637
H 4.228 -22.978 -3.984 0.621
H 4.878 -21.222 -2.681 0.243
H 4.085 -20.412 -4.035 -0.815
H 6.893 -20.671 -3.294 -0.909
```

Values from the calculation:
Kohn-Sham gap ... 9.63 eV
HOMO level ... -8.953 eV
Multiplicity ... 1
SMILES string ... COC[C@H](C)N.COC[C@H](C)N.COC[C@H](C)N.COC[C@H](C)N.COC[C@H](C)N.CCO.CCO.CCO.CCO

***

Q:
Formula: C28H79N5O9
Source: OMol25
Level of theory: wB97M-V/def2-TZVPD

```
121
Properties=species:S:1:pos:R:3:mulliken_charge:R:1
C -1.631 -3.619 5.208 -1.649
C -0.221 -3.563 4.625 0.971
C -0.212 -2.813 3.339 -1.654
O 1.074 -2.896 2.734 -0.499
C 1.226 -1.929 1.734 0.752
N 0.683 -2.878 5.564 -0.779
H -1.971 -2.613 5.449 0.418
H -1.622 -4.238 6.106 0.470
H -2.306 -4.096 4.496 0.170
H 0.147 -4.589 4.486 0.323
H -0.478 -1.760 3.523 0.678
H -0.952 -3.193 2.619 0.761
H 1.457 -0.934 2.142 0.105
H 0.330 -1.819 1.109 -0.595
H 2.051 -2.282 1.117 0.073
H 0.727 -3.352 6.456 0.260
H 1.622 -2.854 5.184 0.239
C 5.375 0.399 1.283 -1.636
C 4.053 0.136 0.577 0.241
C 2.987 1.166 0.865 0.307
O 3.486 2.460 0.578 -0.507
C 2.476 3.442 0.633 -0.575
N 4.218 0.069 -0.890 -0.508
H 5.754 1.365 0.944 0.289
H 6.103 -0.376 1.052 0.456
H 5.254 0.473 2.367 0.384
H 3.654 -0.846 0.832 0.083
H 2.656 1.151 1.911 0.770
H 2.121 0.950 0.222 -0.222
H 2.059 3.554 1.643 0.318
H 1.644 3.217 -0.046 0.047
H 2.900 4.407 0.353 0.354
H 4.336 0.989 -1.320 -0.030
H 5.097 -0.382 -1.132 0.277
C 2.935 2.724 -3.316 -0.942
C 4.244 3.474 -3.165 0.230
C 3.971 4.952 -2.905 -0.532
O 3.201 5.612 -3.880 -0.386
C 3.823 5.691 -5.124 -0.702
N 5.005 2.885 -2.052 -0.546
H 3.079 1.643 -3.349 0.061
H 2.446 2.977 -4.262 0.555
H 2.250 3.005 -2.514 0.118
H 4.839 3.353 -4.071 0.466
H 4.939 5.462 -2.768 0.432
H 3.416 5.029 -1.966 0.093
H 3.267 6.370 -5.764 0.281
H 3.916 4.719 -5.625 0.257
H 4.855 6.077 -5.038 0.306
H 5.904 3.355 -1.954 0.309
H 4.566 3.083 -1.149 0.044
C -2.026 -0.134 -4.676 -1.324
C -3.206 0.065 -3.714 0.319
C -4.492 -0.288 -4.410 -1.002
O -5.593 0.071 -3.613 -0.281
C -6.818 -0.131 -4.270 -0.765
N -3.059 -0.748 -2.506 -0.338
H -1.837 -1.201 -4.791 0.262
H -1.128 0.358 -4.295 0.242
H -2.211 0.329 -5.652 0.487
H -3.273 1.110 -3.400 0.399
H -4.508 -1.364 -4.662 0.386
H -4.527 0.229 -5.386 0.395
H -7.632 -0.079 -3.546 0.245
H -6.872 -1.120 -4.742 0.315
H -7.002 0.655 -5.016 0.285
H -3.066 -1.740 -2.717 0.328
H -2.179 -0.539 -2.046 -0.189
C -1.360 -4.793 0.641 -1.628
C -2.517 -3.816 0.691 -0.089
C -2.429 -2.825 1.823 0.065
O -2.672 -3.453 3.058 -0.411
C -2.786 -2.513 4.091 -0.598
N -2.655 -3.141 -0.629 -0.612
H -1.560 -5.511 -0.155 0.442
H -1.279 -5.358 1.572 0.370
H -0.413 -4.281 0.455 0.096
H -3.444 -4.392 0.781 0.495
H -3.201 -2.044 1.663 0.288
H -1.474 -2.268 1.824 0.036
H -3.071 -3.049 4.997 0.389
H -3.594 -1.800 3.879 0.697
H -1.830 -2.002 4.254 -0.189
H -3.548 -2.656 -0.614 0.340
H -1.921 -2.431 -0.625 0.148
C -3.405 1.305 2.311 0.115
C -4.716 1.575 3.021 -0.775
O -5.438 0.361 3.234 -0.504
H -3.622 0.863 1.331 0.133
H -2.798 0.576 2.847 -0.334
H -2.834 2.213 2.102 0.357
H -5.325 2.275 2.440 0.370
H -4.557 2.015 4.006 0.318
H -6.054 0.204 2.515 0.300
C -0.461 1.409 -0.961 -0.858
C -0.552 0.162 -0.086 0.612
O -0.412 -1.048 -0.810 0.677
H -1.267 1.404 -1.697 0.196
H 0.519 1.506 -1.425 -0.081
H -0.629 2.288 -0.328 0.336
H -1.554 0.153 0.352 0.011
H 0.184 0.201 0.726 -0.182
H 0.497 -1.207 -1.154 -0.049
C 0.375 1.522 3.364 1.144
C 0.387 2.858 4.048 -0.766
O -0.029 3.838 3.084 -0.521
H 0.759 0.739 4.025 0.331
H 1.068 1.605 2.525 -0.924
H -0.607 1.187 3.044 -0.542
H 1.387 3.103 4.423 0.357
H -0.282 2.874 4.917 0.426
H 0.058 4.706 3.489 0.280
C 1.304 -2.957 -3.411 -0.964
C 2.470 -2.110 -2.951 -0.336
O 2.083 -1.483 -1.722 -0.527
H 1.528 -3.481 -4.341 0.448
H 0.421 -2.332 -3.552 0.038
H 1.074 -3.708 -2.654 0.259
H 2.706 -1.321 -3.672 0.315
H 3.354 -2.725 -2.755 0.277
H 2.794 -0.868 -1.408 0.321
```

Values from the calculation:
Kohn-Sham gap ... 8.76 eV
HOMO level ... -8.222 eV
Multiplicity ... 1

***

P comes first in stability; the runner-up is 539.2 kJ/mol higher.

***

P:
Formula: C6H14N4
Source: OMol25
Level of theory: wB97M-V/def2-TZVPD

```
24
Properties=species:S:1:pos:R:3:mulliken_charge:R:1
C -2.005 -1.041 -0.344 -0.649
C -0.952 0.385 1.420 -0.752
C -0.865 1.106 -0.784 -0.638
C -2.198 -0.172 0.791 -0.196
C -2.162 0.432 -0.687 -0.372
C 2.367 -1.617 -0.190 -0.871
N -0.039 0.837 0.387 0.120
N 2.332 1.345 0.127 -0.668
N 1.440 -0.666 -0.586 -0.144
N 1.299 0.378 0.288 -0.104
H -1.090 -1.504 -0.389 0.174
H -2.802 -1.698 -0.608 0.292
H -1.195 1.280 1.982 0.338
H -0.343 -0.272 2.134 0.329
H -0.465 0.574 -1.670 0.252
H -0.955 2.163 -0.876 0.418
H -3.044 -0.282 1.439 0.441
H -3.125 0.903 -0.965 0.400
H 3.286 -1.071 -0.024 0.319
H 2.179 -2.155 0.818 0.214
H 2.491 -2.305 -1.094 0.321
H 2.366 1.804 1.034 0.263
H 1.959 1.985 -0.635 0.269
H 1.521 -0.408 -1.569 0.243
```

Values from the calculation:
Kohn-Sham gap ... 9.15 eV
HOMO level ... -8.091 eV
Multiplicity ... 1
SMILES string ... CNN(N)N1C[C@H]2C[C@H]2C1

***

Q:
Formula: C6H14N4
Source: OMol25
Level of theory: wB97M-V/def2-TZVPD

```
24
Properties=species:S:1:pos:R:3:mulliken_charge:R:1
C -2.244 -0.012 -0.590 -0.428
C -1.628 0.645 -1.817 -0.962
C 0.872 -1.186 -0.576 0.341
N 0.217 -2.109 -0.815 -0.570
H -2.477 -1.060 -0.772 0.329
H -3.221 0.453 -0.430 0.411
H -1.487 1.714 -1.649 0.230
H -0.672 0.189 -2.067 0.192
H -2.224 0.474 -2.715 0.372
C 2.790 -1.038 0.844 -1.027
C 1.896 0.990 -0.200 -0.961
N 1.649 -0.393 0.185 0.216
C -1.413 0.342 0.851 0.449
N -1.360 -0.810 1.603 -0.441
N -1.605 1.446 1.457 -0.856
H -1.132 -1.644 1.080 0.253
H -1.346 -0.638 2.597 0.231
H -1.875 2.220 0.861 0.263
H 2.628 -2.109 0.929 0.387
H 3.698 -0.899 0.255 0.322
H 2.977 -0.610 1.832 0.297
H 2.776 1.064 -0.840 0.368
H 1.039 1.407 -0.720 0.257
H 2.143 1.565 0.698 0.326
```

Values from the calculation:
Kohn-Sham gap ... 9.55 eV
HOMO level ... -8.826 eV
Multiplicity ... 1
SMILES string ... [H]/N=C(/N)CC.CN(C)C#N

***

Q comes first in stability; the runner-up is 298.3 kJ/mol higher.

***

P:
Formula: C2H6N6
Source: OMol25
Level of theory: wB97M-V/def2-TZVPD

```
14
Properties=species:S:1:pos:R:3:mulliken_charge:R:1
C 1.422 0.123 0.151 0.424
C -1.491 -0.018 -0.050 0.216
H 3.138 0.571 -0.926 0.205
H 0.942 2.052 0.277 0.187
H -1.276 2.011 -0.335 0.385
H -3.086 -1.116 -0.660 0.276
H -0.690 -1.923 0.140 0.151
H 1.105 -1.856 0.639 0.319
N 2.646 -0.217 -0.394 -0.643
N 0.579 1.225 0.071 -0.146
N -0.912 1.279 0.544 -0.315
N -2.647 -0.170 -0.260 -0.510
N -0.416 -1.082 0.053 -0.249
N 0.685 -0.878 0.750 -0.299
```

Values from the calculation:
Kohn-Sham gap ... 8.89 eV
HOMO level ... -8.136 eV
Multiplicity ... 1
SMILES string ... N=C1NNC(=N)NN1

***

Q:
Formula: C2H6N6
Source: OMol25
Level of theory: wB97M-V/def2-TZVPD

```
14
Properties=species:S:1:pos:R:3:mulliken_charge:R:1
C -0.619 -1.006 -0.033 0.386
C 0.281 1.036 -0.079 0.463
H 2.187 0.081 1.041 0.287
H 2.432 -0.858 -0.609 0.295
H -1.734 -2.715 -0.297 0.228
H -2.323 -0.266 -0.562 0.287
H -1.387 2.044 0.407 0.303
H 2.040 1.762 -0.087 0.244
N 1.873 -0.756 0.396 -0.792
N 0.569 -0.297 -0.003 0.296
N -0.775 -2.273 -0.218 -0.664
N -1.608 0.009 0.124 -0.348
N -1.035 1.250 -0.164 -0.204
N 1.092 2.034 -0.023 -0.781
```

Values from the calculation:
Kohn-Sham gap ... 9.70 eV
HOMO level ... -8.981 eV
Multiplicity ... 1
SMILES string ... [H]/N=c1\[nH][nH]/c(=N/[H])n1N

***

Q comes first in stability; the runner-up is 318.1 kJ/mol higher.